An isolated molecule of C20H27N3O2S, computed with wB97M-V/def2-TZVPD.

Its SMILES is CCN1CCC[C@H]1CNC(=O)CSc1cc(=O)n(CC)c2ccccc12. Its HOMO energy is -8.5 eV. Its total charge is 0. Its largest force on an atom is 0.77 eV Å⁻¹. The calculation puts the orbital gap at 8.5961 eV.

XYZ file:
```
53
C20H27N3O2S wB97M-V/def2-TZVPD
C -0.0004 -2.7621 1.4370
C 0.1202 -1.3469 0.8589
N 1.2624 -1.0939 0.0088
C 1.3130 -1.8293 -1.2532
C 2.6500 -2.5708 -1.2569
C 3.5305 -1.6345 -0.4359
C 2.5757 -1.1353 0.6537
C 2.9387 0.2651 1.1632
N 2.6190 1.2081 0.1192
C 2.7690 2.5323 0.2383
O 3.3765 3.0865 1.1286
C 2.1532 3.3573 -0.8977
S 0.9399 2.5062 -1.9408
C -0.3455 2.0412 -0.8218
C -0.3612 2.3918 0.4819
C -1.4167 1.9862 1.3786
O -1.4265 2.2654 2.5657
N -2.4566 1.2510 0.8157
C -3.5331 0.8891 1.7237
C -3.3585 -0.5182 2.2862
C -2.4604 0.8506 -0.4969
C -3.4872 0.0537 -1.0243
C -3.4719 -0.3448 -2.3415
C -2.4337 0.0322 -3.1861
C -1.4174 0.8140 -2.6926
C -1.4078 1.2336 -1.3593
H -0.9144 -2.8394 2.0196
H 0.8380 -2.9938 2.0892
H -0.0355 -3.5040 0.6423
H -0.7708 -1.1290 0.2625
H 0.1578 -0.6234 1.6785
H 1.2761 -1.1084 -2.0812
H 0.4600 -2.5011 -1.3634
H 2.5506 -3.5322 -0.7503
H 3.0305 -2.7426 -2.2615
H 3.8589 -0.7951 -1.0496
H 4.4052 -2.1274 -0.0169
H 2.5921 -1.8280 1.5065
H 4.0019 0.3277 1.4096
H 2.3682 0.5048 2.0686
H 1.9707 0.8283 -0.5619
H 1.7163 4.2696 -0.4899
H 2.9481 3.6444 -1.5891
H 0.4099 2.9839 0.9469
H -4.4923 1.0024 1.2149
H -3.4864 1.6071 2.5467
H -3.3266 -1.2616 1.4926
H -4.1839 -0.7509 2.9537
H -2.4307 -0.5713 2.8498
H -4.3066 -0.2640 -0.4020
H -4.2760 -0.9595 -2.7176
H -2.4274 -0.2857 -4.2168
H -0.6049 1.1206 -3.3336
```